The molecule C8H12N4O3 in a non-equilibrium geometry, computed with ωB97M-V/def2-TZVPD.

* total charge: 0
* spin multiplicity: 1
* energy above the lowest of the compared OMol25 structures with the same formula, charge and spin: 18.8 kJ/mol
* F_max: 1.8 eV/Å
* gap between HOMO and LUMO: 9.437 eV

Geometry as XYZ:
```
27
Properties=species:S:1:pos:R:3:mulliken_charge:R:1
O -2.2524 3.1473 0.5171 -0.6623
O -2.8459 -1.0315 -1.3954 -0.4617
O -0.9387 -1.6737 -2.3956 -0.5594
N -1.7284 1.1856 -0.4880 -0.1601
N 2.4621 -2.9060 0.0496 -0.0603
N 2.0479 -0.7425 -0.1417 -0.4274
N 0.2433 2.6546 1.8408 -0.5879
C -0.8380 0.0822 -0.7320 0.1481
C 0.0705 2.6705 0.3884 -0.4384
C 1.1680 -2.7292 0.4245 -0.6833
C -0.3398 -0.6069 0.5563 -0.4957
C 0.9097 -1.3953 0.3155 0.4552
C -1.4108 2.3552 0.1448 0.4313
C 2.9439 -1.6779 -0.2889 -0.3590
C -1.5165 -0.9513 -1.6188 0.2030
H -0.3919 3.3352 2.2155 0.2382
H 0.7496 1.9287 -0.0465 0.3442
H 1.1854 2.9587 2.1087 0.2127
H -2.7219 1.0064 -0.5016 0.1979
H 0.2726 3.6851 -0.0929 0.3340
H 0.0226 0.4166 -1.3145 0.3397
H -1.1454 -1.2610 0.9732 0.2289
H 2.9656 -3.7868 0.0364 0.1927
H 0.4897 -3.5439 0.7492 0.3541
H 3.9146 -1.5333 -0.6290 0.5061
H -0.1234 0.1590 1.2993 0.3421
H -3.1925 -1.7458 -1.9745 0.3673
```